No. 1
Computed, not measured: a molecular structure, C14H26MgN4O6 at a distorted geometry, with wB97M-V/def2-TZVPD.

The value obtained for the strongest force on any atom is 0.3412 hartree/bohr. The calculation puts the HOMO-LUMO gap at 5.34 eV. As for the HOMO energy: -5.3 eV. The value obtained for the energy is -38627.293 eV.

The geometry in XYZ format:
```
51
Properties=species:S:1:pos:R:3:forces:R:3:mulliken_charge:R:1
Mg 0.751170 0.018195 -0.573262 0.68 0.07 0.05 1.668
C 2.693380 -0.838115 -1.101242 -6.95 4.84 1.16 0.889
O 2.188930 -0.085715 -1.938622 2.85 6.49 -13.51 -0.738
O 1.792180 -1.629205 -0.952702 -4.73 -16.89 0.36 -0.936
O 2.605550 -0.169545 -0.081592 8.65 5.38 12.01 -0.730
C -3.155920 0.143375 -2.238722 -0.10 -0.68 0.35 -1.027
C -1.713540 -0.284485 -2.451792 -0.25 0.27 0.04 0.845
O -0.887780 -0.358285 -1.546942 -0.80 -0.20 0.17 -0.932
N -1.431970 -0.522625 -3.721062 -0.20 -0.30 -1.53 -0.172
C -0.160500 -0.943215 -4.297522 0.76 0.66 0.46 -0.776
H -3.197610 1.025785 -1.600192 -0.06 0.20 -0.51 0.085
H -3.731510 -0.613785 -1.706272 0.38 -0.29 0.31 0.299
H -3.686160 0.180875 -3.190322 0.04 0.75 0.09 0.405
H -2.171910 -0.292015 -4.368682 0.16 -0.23 0.07 0.205
H -0.183300 -1.872285 -4.867092 -0.41 -0.11 0.38 0.314
H 0.564650 -0.971835 -3.484232 0.22 -0.36 0.07 0.205
H 0.224110 -0.175875 -4.969362 -0.20 0.15 -0.06 0.289
C -0.627480 -1.253845 3.161528 -0.71 1.14 -0.53 -0.735
C -0.938390 -0.170515 2.092358 1.88 -2.09 0.89 0.608
O -0.128180 0.077625 1.223148 0.97 0.01 -1.12 -0.858
N -2.071490 0.459685 2.149748 -2.16 0.35 1.21 -0.168
C -2.552360 1.461825 1.237608 0.43 0.77 0.01 -0.483
H -0.413160 -2.200675 2.665848 0.23 0.12 -0.01 -0.004
H -1.483880 -1.387175 3.822508 0.04 -0.05 0.10 0.416
H 0.230250 -0.907135 3.737888 0.07 -0.24 -0.11 0.295
H -2.537910 0.357435 3.039748 -0.38 0.00 -0.34 0.263
H -3.381000 1.115055 0.620198 -0.14 0.02 0.33 0.236
H -1.766560 1.798365 0.561318 0.19 -0.32 0.10 -0.109
H -2.798640 2.325825 1.854828 -0.50 0.10 -0.32 0.403
C -0.162890 3.767495 -2.166742 -0.01 0.24 0.84 -1.208
C 0.430630 3.200645 -0.895922 0.23 0.81 -1.01 0.806
O 0.478900 1.988355 -0.795502 0.10 0.14 0.89 -0.395
N 0.866980 4.101055 0.017048 -0.26 -1.12 0.17 -0.183
C 1.593630 3.691905 1.198708 0.89 0.11 1.15 -0.805
H -0.903200 3.020295 -2.452632 -0.07 0.42 -0.38 0.131
H 0.594610 3.905745 -2.938232 0.00 -0.23 0.06 0.300
H -0.584940 4.740435 -1.915042 -0.36 -0.01 -0.43 0.465
H 0.833780 5.086085 -0.203662 -0.02 -0.32 -0.05 0.229
H 1.425020 4.365975 2.038528 -0.11 0.43 -0.29 0.362
H 2.668930 3.658655 1.023388 0.03 0.06 -0.16 0.328
H 1.365310 2.724695 1.646428 -0.54 -0.24 -0.87 0.161
N 1.687080 -3.138415 1.373958 0.98 0.04 -0.34 0.394
C 1.062740 -4.275475 1.660758 -2.03 -1.42 0.59 -0.545
C 1.520130 -4.797765 2.869088 -0.30 -0.26 -1.90 -0.554
C 2.629740 -4.022605 3.105788 1.62 1.05 2.28 -0.656
C 2.744280 -2.959965 2.221428 -0.63 -0.65 0.80 -0.381
H 1.550780 -2.669905 0.489638 0.48 0.87 -0.82 0.229
H 0.350080 -4.682845 0.958938 -0.24 0.15 0.13 0.366
H 1.242980 -5.666555 3.447708 -0.18 -0.01 -0.39 0.442
H 3.200120 -4.242475 3.996138 0.53 0.52 -0.05 0.354
H 3.374340 -2.083065 2.243068 -0.10 -0.17 -0.34 0.399
```
Positions in Å, forces in eV/Å.

No. 2
Computed, not measured: C5H10O in the gas phase at a distorted geometry, with wB97M-V/def2-TZVPD.

The value obtained for the strongest force on any atom is 0.0205 hartree/bohr. The calculation puts the HOMO-LUMO gap at 9.16 eV. As for the HOMO energy: -8.4 eV. The value obtained for the energy is -7392.546 eV. As for the SMILES: CCC/C=C/O.

The geometry in XYZ format:
```
16
Properties=species:S:1:pos:R:3:forces:R:3:mulliken_charge:R:1
C -1.632224 0.520612 0.272841 0.11 -0.04 0.08 -1.064
C -0.860635 -0.729651 -0.197713 0.03 -0.18 0.06 -0.351
C 0.463620 -1.114035 0.562463 -0.05 -0.39 0.24 -0.660
C 1.703693 -0.513042 -0.090598 -0.81 0.39 -0.55 -0.487
C 1.500501 0.791440 -0.213938 -0.03 0.06 0.07 -0.174
O 1.610381 1.488675 -1.377977 0.59 0.68 -0.06 -0.521
H -1.072945 1.458878 0.169754 -0.01 -0.22 0.02 0.271
H -1.925004 0.435821 1.326206 0.10 -0.01 -0.13 0.290
H -2.556679 0.651418 -0.307573 0.25 -0.15 0.10 0.327
H -1.551860 -1.574829 -0.103084 0.06 0.03 -0.03 0.351
H -0.655682 -0.620984 -1.274244 0.10 -0.14 0.27 0.280
H 0.350602 -0.844496 1.620860 0.11 -0.18 -0.11 0.330
H 0.599886 -2.187864 0.469805 -0.29 -0.24 0.41 0.293
H 2.216990 -1.060029 -0.886447 -0.35 0.11 0.14 0.304
H 1.040061 1.327347 0.618706 -0.18 0.00 -0.30 0.447
H 0.800453 2.014657 -1.402003 0.39 0.28 -0.21 0.365
```
Positions in Å, forces in eV/Å.

No. 3
Computed, not measured: a molecular structure, C31H73N10O11Y at a distorted geometry, with wB97M-V/def2-TZVPD.

The value obtained for the strongest force on any atom is 0.0919 hartree/bohr. The calculation puts the HOMO-LUMO gap (alpha / beta) at 5.62 / 8.31 eV. As for the HOMO energy (alpha / beta): -7.8 / -10.7 eV. Its multiplicity is 2. The net charge is +1. The value obtained for the energy is -71795.775 eV.

The geometry in XYZ format:
```
126
Properties=species:S:1:pos:R:3:forces:R:3:mulliken_charge:R:1
Y 2.418926 0.885909 3.383683 -0.61 -1.55 -4.42 0.375
C 0.150426 0.311219 0.529553 0.96 0.12 0.79 1.411
O 1.240976 0.360089 1.424353 0.42 0.92 1.58 -0.173
H 0.257216 1.024269 -0.287917 0.13 0.18 -0.35 -0.724
H 0.107356 -0.685551 0.090583 -0.33 -0.21 -0.16 -0.312
H -0.797334 0.573249 0.999853 -0.29 -0.19 0.17 -0.251
C 0.943756 0.469159 -3.465127 0.24 0.66 0.25 0.528
C 1.634936 1.162639 -4.621117 -0.64 -1.29 -1.89 0.340
O 1.814716 0.568949 -5.671567 0.52 -0.65 -0.08 -0.707
N 1.929396 2.455919 -4.511067 0.86 0.80 1.82 0.289
C 2.611396 3.231319 -5.533167 -0.76 0.07 -1.25 -1.151
H 1.656256 -0.186501 -2.964567 0.07 -0.07 -0.04 -0.197
H 0.102986 -0.124951 -3.823227 0.23 0.13 -0.08 0.317
H 0.599956 1.214709 -2.748157 -0.20 -0.10 0.19 -0.362
H 1.400646 2.851049 -3.746607 0.30 1.11 -0.10 -0.104
H 1.851196 3.482509 -6.272837 0.15 0.23 -0.31 0.363
H 3.389346 2.708659 -6.089687 -0.27 -0.72 0.39 0.395
H 3.114666 4.163729 -5.277377 -0.42 -0.07 0.99 0.346
C 2.261596 -5.014171 -4.200217 -0.79 -0.94 -0.87 -1.110
C 2.088926 -4.203461 -2.956987 -0.64 0.76 -1.29 0.559
O 3.082996 -3.753111 -2.426957 0.07 0.40 1.16 -0.592
N 0.802616 -3.939061 -2.561137 0.86 -0.46 0.90 -0.126
C 0.507686 -2.931931 -1.531067 0.09 0.51 -1.69 0.798
H 1.352916 -5.202931 -4.771867 -0.47 -0.28 0.52 0.345
H 2.678546 -5.967121 -3.874447 0.15 -0.06 -0.35 0.270
H 2.854436 -4.580251 -5.005417 0.66 0.36 0.76 0.316
H 0.026906 -4.248371 -3.129207 0.32 -0.02 0.09 0.261
H 0.850496 -2.006701 -1.994247 -0.27 0.48 0.31 -0.659
H 1.040586 -2.953551 -0.580467 -0.17 -0.89 -0.01 0.115
H -0.580694 -2.907351 -1.477037 0.11 0.15 0.55 -0.167
C -2.647854 -3.196281 1.098433 -0.34 0.55 -0.83 -0.455
C -3.082144 -4.023851 -0.108637 -0.18 2.79 -1.69 0.732
O -3.317774 -3.527451 -1.238407 0.72 -0.90 1.79 -0.939
N -3.253534 -5.271131 0.179323 -0.28 -2.07 0.67 -0.222
C -3.860584 -6.310001 -0.635907 0.18 -0.67 0.25 -0.956
H -3.533774 -2.632741 1.391103 -0.03 0.13 0.07 0.229
H -1.907404 -2.473091 0.756623 0.15 -0.05 0.29 -0.060
H -2.327774 -3.777501 1.963213 0.22 0.01 -0.18 0.305
H -3.069754 -5.462831 1.153793 -0.17 -0.59 -0.31 0.177
H -3.185524 -7.165681 -0.622057 -0.10 -0.11 -0.06 0.330
H -4.033984 -6.060581 -1.682717 0.13 0.57 0.34 0.344
H -4.797084 -6.609531 -0.165427 -0.07 -0.03 -0.19 0.342
C -5.314884 3.869429 2.466733 0.32 -0.21 0.37 -1.012
C -4.127924 3.897279 1.499853 -0.37 2.80 0.67 0.715
O -3.314334 4.844519 1.554973 -0.56 -2.15 -0.40 -0.648
N -4.186814 2.935279 0.567323 1.36 -0.87 -1.25 -0.092
C -3.140204 2.664049 -0.454577 -0.69 0.53 -0.43 -0.260
H -6.272714 3.742519 1.962203 0.08 -0.11 -0.11 0.320
H -5.375914 4.755409 3.098723 0.27 0.10 -0.38 0.326
H -5.167444 3.047199 3.166953 -0.17 -0.19 0.03 0.149
H -4.975154 2.303949 0.572703 0.15 0.20 0.11 0.255
H -2.455664 3.503889 -0.573587 -0.17 -0.17 0.66 0.099
H -3.542534 2.568949 -1.463137 -0.62 -0.05 0.16 0.363
H -2.624684 1.715249 -0.305807 0.22 0.11 0.51 -0.197
C -0.054464 4.225429 -0.088857 0.25 0.46 -0.74 -0.892
C 0.521436 4.525269 -1.509687 -1.36 -0.60 1.13 0.656
O 0.154386 3.929189 -2.501287 -0.12 -0.82 -0.62 -0.786
N 1.420086 5.501329 -1.574537 0.56 0.25 1.20 0.013
C 2.002806 6.017519 -2.780177 0.13 0.35 -0.75 -0.696
H -0.823904 4.929809 0.227223 -0.14 0.31 -0.40 0.684
H 0.710666 4.342299 0.678613 0.17 -0.49 0.02 0.376
H -0.569884 3.264989 -0.089337 0.64 -0.05 0.09 -0.344
H 1.520266 5.964689 -0.682707 0.45 0.42 -0.45 0.237
H 2.797186 6.707369 -2.495307 -0.25 0.17 -0.23 0.368
H 1.262396 6.458699 -3.447447 -0.16 0.58 0.36 0.301
H 2.435566 5.291529 -3.468487 0.19 -0.63 0.65 0.053
C -4.314014 -0.325251 7.089073 0.10 -0.20 -0.47 -1.105
C -4.200244 0.534559 5.825873 -1.65 1.91 2.51 0.639
O -4.714264 1.659739 5.830043 1.04 -1.16 -0.87 -0.617
N -3.619814 -0.088541 4.808713 1.01 -1.21 -0.99 -0.054
C -3.406054 0.423419 3.476593 -1.02 0.13 -0.11 -0.352
H -5.193144 -0.938081 6.889883 -0.04 -0.26 0.34 0.274
H -4.469534 0.227399 8.015613 -0.05 0.27 -0.43 0.327
H -3.443244 -0.966541 7.225523 -0.03 -0.14 -0.05 0.308
H -3.445204 -1.074941 4.937703 0.12 0.29 0.15 0.244
H -3.555164 -0.392001 2.768803 0.30 -0.03 -0.06 0.004
H -2.433924 0.895639 3.334893 -0.07 0.04 0.03 0.285
H -4.225214 1.114569 3.278103 0.33 0.33 -0.12 -0.007
C 6.683396 -0.607791 2.258733 -1.06 0.30 0.25 -1.284
C 5.259946 -0.679751 1.671503 1.45 -0.17 -1.52 0.496
O 4.287186 -0.201841 2.254483 -0.42 0.23 0.72 0.029
N 5.157816 -1.298881 0.462763 1.42 1.20 2.70 0.060
C 3.990306 -1.374381 -0.317567 -0.54 -0.66 -1.69 -0.817
H 6.532256 -0.904231 3.296703 0.48 -0.45 -0.01 0.287
H 7.043246 0.416899 2.351603 -0.30 0.20 -0.30 0.304
H 7.444466 -1.169201 1.716813 -0.28 -0.24 0.22 0.425
H 6.028846 -1.411961 -0.035857 -0.07 -0.28 0.21 0.258
H 4.172156 -2.261021 -0.924937 -0.76 -0.03 -0.25 0.530
H 3.976306 -0.527811 -1.004027 -0.49 0.16 0.00 0.315
H 3.049516 -1.471381 0.224273 0.28 0.25 0.22 -0.078
C 3.355426 -3.343011 2.836093 -0.37 -0.94 0.85 -0.966
C 2.061316 -2.700311 3.347913 0.96 -0.91 -0.85 0.663
O 1.989546 -1.466951 3.407293 -0.70 -0.04 1.02 -0.497
N 1.064676 -3.562481 3.678823 -0.53 0.70 0.77 -0.174
C -0.165614 -3.127001 4.352303 0.20 1.04 -0.41 -0.906
H 4.186056 -3.049041 3.477763 -0.03 0.49 -0.15 0.249
H 3.608686 -3.198731 1.785783 -0.31 0.39 0.14 0.089
H 3.301866 -4.417171 3.013283 -0.10 -0.14 -0.26 0.448
H 1.141516 -4.568831 3.716893 0.97 0.30 -0.45 0.302
H -0.873334 -3.948661 4.462283 0.23 0.02 -0.15 0.383
H -0.590364 -2.324631 3.749073 -0.32 -0.09 -0.01 0.132
H 0.032846 -2.680731 5.326763 0.14 -0.21 0.11 0.327
C 4.950916 3.912879 0.847013 -0.30 -0.03 0.47 -1.489
C 3.847146 2.868169 0.828263 0.20 0.08 -2.43 0.599
O 3.294776 2.497559 1.849613 -0.69 -0.33 3.00 -0.509
N 3.409606 2.347919 -0.334407 0.51 0.15 0.37 1.041
C 3.927426 2.668199 -1.646267 -0.20 0.64 0.03 -1.166
H 5.235286 4.030139 1.892703 0.39 -0.24 -0.15 0.439
H 4.576916 4.901529 0.580953 -0.39 -0.09 -0.30 0.264
H 5.792126 3.728349 0.178863 -0.04 -0.25 0.24 0.409
H 2.514636 1.881699 -0.292557 0.00 -0.43 0.37 -0.472
H 5.007746 2.800739 -1.587607 -0.13 0.03 -0.21 0.440
H 3.426626 3.590059 -1.942017 0.35 0.15 -0.52 0.306
H 3.684166 1.905039 -2.385527 0.01 -0.07 0.25 0.235
C -2.260274 -0.334191 -2.404437 1.69 0.32 0.35 -0.275
C -3.715534 -0.177481 -2.530117 -0.14 0.99 -1.26 0.257
O -4.134194 0.866479 -3.020047 -0.82 0.03 0.23 -0.723
N -4.436134 -1.258531 -2.279837 -1.46 -0.88 0.42 0.164
C -5.872074 -1.352421 -2.605517 0.97 -0.11 0.42 -1.009
H -1.773904 0.626399 -2.574217 -0.26 0.08 0.05 0.267
H -1.908844 -0.974411 -3.213587 0.04 -0.35 0.22 0.601
H -1.919434 -0.678101 -1.427887 -0.01 -0.44 -0.03 -0.283
H -3.982264 -2.066131 -1.877477 0.09 -0.03 -0.03 0.235
H -5.955134 -1.247511 -3.687267 -0.56 0.53 0.19 0.305
H -6.409914 -0.649071 -1.969787 -0.25 0.34 -0.70 0.298
H -6.272844 -2.331921 -2.344627 0.42 -0.15 0.05 0.340
```
Positions in Å, forces in eV/Å.

No. 4
Computed, not measured: a molecular structure, C6H12O at a distorted geometry, with wB97M-V/def2-TZVPD.

The value obtained for the strongest force on any atom is 0.0545 hartree/bohr. The calculation puts the HOMO-LUMO gap at 9.57 eV. As for the HOMO energy: -8.6 eV. The value obtained for the energy is -8459.930 eV.

The geometry in XYZ format:
```
19
Properties=species:S:1:pos:R:3:forces:R:3:mulliken_charge:R:1
C 1.943482 0.538965 -0.558950 -0.12 -0.33 -0.15 -0.890
C 1.122609 0.120924 0.652463 -0.52 -1.87 -0.62 -0.549
C -0.611702 -0.436197 0.009739 1.79 0.67 0.74 0.766
C -0.624838 -1.537204 -1.060752 0.31 0.36 0.23 -1.447
C -1.680206 -0.289374 1.078602 0.39 0.31 0.11 -0.874
C -1.305064 0.853212 0.148227 0.65 1.05 0.54 -0.193
O -0.379646 1.720259 0.866648 -2.29 1.55 0.45 -0.539
H 1.977415 1.625848 -0.747394 -0.21 -0.35 0.25 0.246
H 1.519470 0.070858 -1.445281 0.27 0.03 -0.23 0.215
H 2.984627 0.210863 -0.451662 -0.13 0.04 -0.06 0.311
H 1.488464 0.748152 1.523065 -1.60 -0.66 -0.77 0.322
H 1.253918 -0.882736 0.972785 1.28 -1.14 0.00 0.458
H -0.235970 -1.192055 -2.026626 -0.02 0.02 0.21 0.310
H 0.027786 -2.352399 -0.718133 -0.07 0.15 -0.06 0.330
H -1.602176 -2.012325 -1.272929 0.24 0.55 0.42 0.387
H -1.324049 -0.175962 2.098204 -0.07 0.08 -0.06 0.196
H -2.663519 -0.788790 1.036378 0.65 0.30 -0.49 0.288
H -2.004097 1.350273 -0.529618 0.24 -0.31 0.19 0.369
H 0.113496 2.427697 0.425242 -0.80 -0.46 -0.72 0.296
```
Positions in Å, forces in eV/Å.

No. 5
Computed, not measured: a molecular structure, C9H8N2O6Pd at a distorted geometry, with wB97M-V/def2-TZVPD.

The value obtained for the strongest force on any atom is 0.0766 hartree/bohr. The calculation puts the HOMO-LUMO gap (alpha / beta) at 7.04 / 7.04 eV. As for the HOMO energy (alpha / beta): -8.9 / -8.9 eV. The value obtained for the energy is -28207.376 eV.

The geometry in XYZ format:
```
26
Properties=species:S:1:pos:R:3:forces:R:3:mulliken_charge:R:1
Pd -0.740783 -0.378643 0.786296 -1.22 0.45 3.72 0.857
O 1.337176 -0.582315 -3.246821 0.49 0.28 -0.02 -0.442
C 0.825625 -0.350727 -2.041699 -2.01 -1.23 -0.22 0.360
O -0.235649 -0.845835 -1.672231 1.44 0.36 -1.07 -0.530
C 1.578917 0.567757 -1.189195 0.76 0.80 0.54 0.344
C 2.630787 1.358227 -1.648321 -0.46 -0.57 -0.03 -0.446
C 3.225616 2.246254 -0.768417 -0.17 0.07 0.57 -0.281
C 2.731707 2.336558 0.527546 0.16 -0.16 -0.43 -0.478
C 1.656354 1.536493 0.896949 -0.48 -0.12 0.67 0.266
N 1.109119 0.652701 0.068576 -0.45 -0.01 -1.11 -0.330
C 0.933723 1.683633 2.265833 1.27 0.31 -0.79 0.545
O 1.466987 2.342476 3.133564 -0.02 0.04 -0.04 -0.628
O -0.199070 1.123392 2.288407 -1.33 -1.83 -0.79 -0.606
H 0.758831 -1.169226 -3.756884 -0.12 0.03 0.25 0.385
H 2.946780 1.272057 -2.676551 0.05 -0.02 -0.02 0.451
H 4.046630 2.868758 -1.090807 0.04 0.05 -0.02 0.445
H 3.142069 3.017937 1.256101 -0.04 0.04 0.11 0.489
N -2.256006 -1.929237 -0.215402 1.41 0.35 -0.56 -0.425
C -3.473966 -2.093929 0.546590 -0.11 0.45 1.71 -0.439
C -3.194454 -1.635257 2.057302 -2.52 -1.17 -2.74 0.581
O -4.122258 -1.718557 2.826630 0.28 0.10 0.62 -0.615
O -2.007958 -1.279888 2.249975 3.07 1.77 0.02 -0.605
H -2.406200 -1.673598 -1.184819 0.13 -0.21 0.10 0.269
H -1.666049 -2.757150 -0.163304 -0.21 0.16 -0.24 0.287
H -3.818209 -3.131632 0.596182 -0.02 0.16 -0.17 0.284
H -4.269719 -1.460246 0.154500 0.07 -0.10 -0.04 0.264
```
Positions in Å, forces in eV/Å.

Question: Look up the energy of the fifth one.
Answer: -28207.376 eV

Question: strongest force on any atom of number 4 (C6H12O)?
Answer: 0.0545 hartree/bohr

Question: What is the formula in the fourth record?
Answer: C6H12O

Question: The highest energy belongs to which entry?
Answer: C5H10O